a | Entry from the Open Molecules 2025 dataset: a 9-piece molecular cluster, BF4H16O8 overall (wB97M-V/def2-TZVPD).

Geometry as ORCA input:
```
! RIJCOSX wB97M-V def2-TZVPD def2/J DEFGRID3
* xyz -1 1
B -0.0101 0.1408 -0.1084
F -1.3268 -0.0536 0.3458
F 0.9363 -0.0886 0.8990
F 0.2196 -0.7516 -1.1609
F 0.0975 1.4936 -0.5257
O -2.2509 -1.2988 3.0054
H -1.7396 -0.8118 2.3480
H -3.1008 -0.8510 3.0159
O 0.9663 1.8451 -3.3036
H 0.3285 2.5540 -3.1888
H 0.7481 1.2182 -2.6046
O 2.2117 -2.6948 1.1391
H 1.7592 -1.8420 1.1716
H 2.5194 -2.7501 0.2303
O 2.9765 2.0782 0.0063
H 2.0144 2.1197 -0.0628
H 3.2858 2.4666 -0.8167
O 1.0581 1.0216 3.4642
H 0.5622 0.6349 2.7334
H 1.9623 0.7490 3.2867
O 0.8631 -2.6153 -3.0829
H 0.8122 -3.5466 -2.8556
H 0.5129 -2.1512 -2.3099
O -3.5878 -1.7485 -1.2239
H -3.3802 -2.6662 -1.0308
H -2.9341 -1.2476 -0.7208
O -2.1929 3.0325 0.3132
H -1.5603 2.4068 -0.0656
H -1.7506 3.3566 1.1021
*
```

Properties
HOMO-LUMO gap in Eh: 0.415


b | Entry from the Open Molecules 2025 dataset: a 9-piece molecular cluster, BF4H16O8 overall (wB97M-V/def2-TZVPD).

Geometry as ORCA input:
```
! RIJCOSX wB97M-V def2-TZVPD def2/J DEFGRID3
* xyz -1 1
B -27.4290 1.2680 -5.1590
F -28.1040 0.1190 -5.7010
F -28.2930 1.9520 -4.2630
F -26.2850 0.8260 -4.4900
F -27.1080 2.0300 -6.2230
O -23.7190 0.7340 -4.2310
H -23.2260 0.0420 -3.8410
H -24.5940 0.5680 -3.9230
O -26.2400 2.1710 -2.0830
H -26.3180 2.9860 -1.5670
H -27.0020 2.0710 -2.6560
O -26.4030 -2.0190 -5.1940
H -26.8890 -2.8760 -5.4480
H -27.0400 -1.3910 -5.4890
O -27.0490 4.5780 -4.3810
H -27.5890 3.7670 -4.3910
H -26.1630 4.3260 -4.6860
O -25.1290 -1.0540 -2.0960
H -24.8120 -0.5940 -1.2780
H -26.0940 -0.9750 -2.1030
O -26.4530 0.0560 -8.0990
H -27.0050 0.4040 -7.4290
H -25.6660 -0.3820 -7.6590
O -25.3530 2.9890 -7.8640
H -25.5270 3.8890 -7.6080
H -26.0340 2.4700 -7.5500
O -24.5250 3.6200 -4.8950
H -24.4590 2.6770 -4.9750
H -23.9520 3.9180 -4.1890
*
```

Properties
HOMO-LUMO gap in Eh: 0.375


c | Entry from the Open Molecules 2025 dataset: a 9-piece molecular cluster, BF4H16O8 overall (wB97M-V/def2-TZVPD).

Geometry as ORCA input:
```
! RIJCOSX wB97M-V def2-TZVPD def2/J DEFGRID3
* xyz -1 1
B 0.5530 -0.6921 -1.0673
F 0.1684 0.1318 -0.0757
F 0.7290 -1.8774 -0.3463
F -0.5072 -0.7330 -1.9642
F 1.6800 -0.1473 -1.6462
O 2.9160 0.6474 0.9841
H 2.5747 0.0895 1.6895
H 2.6887 0.0431 0.2681
O 1.2847 2.4417 -1.8968
H 0.4215 2.4208 -1.4648
H 1.5975 1.5672 -1.8440
O 1.2766 -1.2615 2.3653
H 0.7864 -0.7260 2.9999
H 0.8627 -1.4367 1.5392
O -3.1687 -0.4931 -2.2208
H -2.2308 -0.6806 -2.1783
H -3.3917 0.2123 -1.5839
O -1.8303 -0.4691 1.5061
H -1.0062 -0.3992 0.9948
H -1.7526 -1.1644 2.1105
O -1.0715 -3.5344 1.1052
H -0.6422 -2.9290 0.4862
H -1.8032 -3.9399 0.6020
O 1.0010 2.6189 1.3831
H 1.5939 1.8778 1.2352
H 1.1553 3.2976 0.7490
O -1.4468 1.9227 -1.5684
H -1.3261 2.1704 -0.6325
H -1.1123 1.0425 -1.5291
*
```

Properties
HOMO-LUMO gap in Eh: 0.384


Result of the stability comparison: a is the most stable of them.


a | Entry from the Open Molecules 2025 dataset: a 2-piece molecular cluster, C15H18O overall (wB97M-V/def2-TZVPD).

Geometry as ORCA input:
```
! RIJCOSX wB97M-V def2-TZVPD def2/J DEFGRID3
* xyz 0 1
C -3.9142 -2.2358 -2.5059
C -2.6765 -2.3002 -1.6000
C -2.1834 -0.9350 -1.1697
C -1.1457 -0.3620 -1.9116
C -0.6006 0.8332 -1.4841
C -1.2793 1.5994 -0.5402
O -0.6854 2.7898 -0.1862
C -2.2658 1.0276 0.2461
C -2.6983 -0.2712 -0.0695
H -4.1063 -3.2186 -2.9450
H -3.8169 -1.5122 -3.3109
H -4.8517 -2.0756 -1.9664
H -2.8899 -2.9254 -0.7339
H -1.9232 -2.7727 -2.2324
H -0.7133 -0.9060 -2.7380
H 0.3322 1.2736 -1.7642
H -0.9568 3.0184 0.7093
H -2.8400 1.5126 1.0272
H -3.5051 -0.6619 0.5234
C 0.7165 -1.3707 1.7795
C 1.8517 -0.4343 1.4230
C 2.9601 -0.9192 0.7327
C 4.1554 -0.2123 0.6809
C 4.1600 1.1312 1.0593
C 3.1101 1.5678 1.8515
C 1.9414 0.8434 1.9911
H 0.8713 -1.6039 2.8311
H 0.8499 -2.2885 1.2186
H -0.2763 -1.1170 1.4040
H 2.8973 -1.9393 0.3681
H 5.0085 -0.5954 0.1343
H 5.0640 1.6817 0.8400
H 3.1801 2.4932 2.4082
H 1.1702 1.1670 2.6762
*
```

Properties
HOMO-LUMO gap in Eh: 0.338
SMILES string: CCc1ccc(O)cc1.Cc1ccccc1


b | Entry from the Open Molecules 2025 dataset: a 2-piece molecular cluster, C15H18O overall (wB97M-V/def2-TZVPD).

Geometry as ORCA input:
```
! RIJCOSX wB97M-V def2-TZVPD def2/J DEFGRID3
* xyz 0 1
C -0.1996 -0.5070 -2.9384
C 1.1081 -0.1511 -2.1803
C 0.9420 1.0921 -1.3470
C 0.3769 1.0113 -0.0801
C -0.0238 2.1619 0.5808
C 0.3695 3.3829 0.0381
O 0.0439 4.5647 0.7013
C 1.0683 3.5054 -1.1362
C 1.3466 2.3203 -1.8344
H -0.7446 -1.2408 -2.3515
H 0.0255 -1.0301 -3.8771
H -0.7417 0.4122 -3.1666
H 1.4193 -0.9904 -1.5529
H 1.8878 0.0220 -2.9213
H 0.0526 0.0225 0.2257
H -0.5810 2.0940 1.5003
H -0.3553 4.3691 1.5682
H 1.4521 4.4638 -1.4365
H 1.9811 2.2845 -2.7150
C 0.4233 -0.8678 3.2177
C -0.3721 -1.4997 2.0934
C 0.3734 -2.3425 1.2330
C -0.2026 -2.8474 0.0859
C -1.5749 -2.6946 -0.1330
C -2.3407 -2.0733 0.8231
C -1.7447 -1.5669 1.9917
H -0.1730 -0.2120 3.8660
H 1.2399 -0.3340 2.7311
H 0.8834 -1.5686 3.8944
H 1.4523 -2.4191 1.3469
H 0.4040 -3.4009 -0.6229
H -2.0188 -3.0268 -1.0602
H -3.4071 -1.8975 0.7534
H -2.3702 -1.0363 2.7027
*
```

Properties
HOMO-LUMO gap in Eh: 0.334
SMILES string: CCc1ccc(O)cc1.Cc1ccccc1


Result of the stability comparison: b is the most stable of them.


a | Entry from the Open Molecules 2025 dataset: one molecule with the formula FNO4S (wB97M-V/def2-TZVPD).

Geometry as ORCA input:
```
! RIJCOSX wB97M-V def2-TZVPD def2/J DEFGRID3
* xyz 0 1
O -0.9094 1.3374 1.1336
N 0.0082 0.9886 0.4863
O 1.1245 1.3650 0.2812
S -0.0367 -0.7655 -0.2030
O 1.2913 -1.2608 -0.1030
O -1.1893 -1.5449 0.1409
F -0.2886 -0.1198 -1.7361
*
```

Properties
HOMO-LUMO gap in Eh: 0.399
SMILES string: O=[N+]([O-])S(=O)(=O)F


b | Entry from the Open Molecules 2025 dataset: a 2-piece molecular cluster, FNO4S overall (wB97M-V/def2-TZVPD).

Geometry as ORCA input:
```
! RIJCOSX wB97M-V def2-TZVPD def2/J DEFGRID3
* xyz 0 1
N -1.0896 0.2820 -1.7714
O -1.8493 -0.4996 -2.1169
O -0.2914 0.9871 -2.1872
O 1.1949 -1.5715 1.9074
O 2.0968 0.5986 2.5551
F -1.1750 0.4427 -0.2187
S 0.9839 -0.3063 2.5520
*
```

Properties
HOMO-LUMO gap in Eh: 0.401


Result of the stability comparison: a is the most stable of them.